The following is a quantum chemistry calculation of a cluster of 2 separate species, C4H5NO in total, from the OMol25 dataset.

Structure (XYZ):
```
11
Properties=species:S:1:pos:R:3:forces:R:3
C 0.42745 -2.11739 -0.65962 -0.409 0.283 0.123
C -0.48894 -1.38372 -0.38425 0.441 -0.464 -0.188
C -1.62779 -0.54118 -0.02185 -0.340 0.149 -0.237
O -2.45079 -0.17436 -0.82495 0.346 -0.219 0.333
H 1.22950 -2.77605 -0.91896 -0.160 0.154 0.059
H -1.69126 -0.28346 1.04825 -0.026 -0.052 -0.147
C 1.12661 1.33166 0.04461 0.064 -0.037 -0.074
N 0.04794 1.67007 0.61110 0.282 0.033 0.115
H 1.09788 0.99276 -0.99425 -0.049 0.078 0.138
H 2.11560 1.32776 0.51973 -0.160 0.087 0.008
H 0.21380 1.95391 1.58020 0.011 -0.013 -0.129
```
Positions in Å, forces in eV/Å.

Results
2S+1: 1

Electronic structure analysis, Mulliken charges in units of e: C 0.266; C -0.232; C -0.264; O -0.430; H 0.368; H 0.284; C -0.333; N -0.446; H 0.348; H 0.231; H 0.208

The following is a quantum chemistry calculation of a structure of composition C4H5NO, from the OMol25 dataset.

Structure (XYZ):
```
11
Properties=species:S:1:pos:R:3:forces:R:3
N -1.54093 0.12452 0.20343 0.038 -0.142 0.139
C -1.18013 -1.23231 0.01181 -0.134 0.055 -0.136
C -0.29588 0.45297 -0.41145 -0.017 0.235 -0.200
C 0.90322 0.91310 0.33662 0.057 0.228 -0.104
O 0.93584 -0.03469 1.39622 0.001 -0.019 0.079
C 0.93397 -0.48109 0.04014 0.281 -0.301 -0.097
H -1.49557 0.34209 1.19693 -0.047 -0.010 -0.088
H -1.23284 -1.38548 -1.08839 0.044 0.024 0.151
H -0.33210 0.69633 -1.47146 0.026 -0.044 0.167
H 1.61411 1.71283 0.19383 -0.120 -0.109 0.022
H 1.69030 -1.10826 -0.40766 -0.129 0.084 0.067
```
Positions in Å, forces in eV/Å.

Results
2S+1: 1

Electronic structure analysis, Mulliken charges in units of e: N -0.350; C -0.385; C -0.229; C -0.174; O -0.416; C -0.039; H 0.347; H 0.170; H 0.378; H 0.324; H 0.373

The following is a quantum chemistry calculation of an isolated molecule of C4H5NO in a non-equilibrium geometry, from the OMol25 dataset.

Structure (XYZ):
```
11
Properties=species:S:1:pos:R:3:forces:R:3
C 1.97486 -0.66502 0.10042 -1.218 2.868 0.821
C 0.78009 -0.10627 0.26425 -3.355 1.011 -0.198
O 0.31445 1.21460 0.76854 1.384 -1.804 -0.225
N -1.07307 0.73279 0.87651 0.068 0.736 1.868
C -1.46438 0.73251 -0.47263 -0.647 -2.464 -1.461
C -0.73226 -0.45094 0.09319 2.577 -1.985 -0.291
H 2.78562 0.06147 0.26985 0.158 -1.186 -0.086
H 1.95198 -1.68869 -0.15450 0.693 -0.793 -0.395
H -0.95303 1.30516 -1.18663 0.401 1.039 -0.655
H -2.47057 0.38571 -0.69951 -0.169 0.775 0.305
H -1.11369 -1.52132 0.14051 0.108 1.803 0.316
```
Positions in Å, forces in eV/Å.

Results
2S+1: 1

Electronic structure analysis, Mulliken charges in units of e: C -0.856; C 0.320; O -0.283; N -0.322; C -0.267; C 0.027; H 0.251; H 0.286; H 0.267; H 0.273; H 0.304

The following is a quantum chemistry calculation of a structure of composition C4H5NO, from the OMol25 dataset.

Structure (XYZ):
```
11
Properties=species:S:1:pos:R:3:forces:R:3
O -1.71980 -0.94528 0.98646 0.021 -0.165 -0.015
C -0.67662 -0.38110 0.33646 0.238 0.272 -0.119
C -0.47373 0.96788 0.25981 0.035 -0.173 0.097
N 0.71466 1.12814 -0.45851 0.009 0.175 -0.118
C 1.26206 -0.18962 -0.96501 -0.316 -0.221 -0.005
C 0.39169 -1.05530 -0.33425 0.059 -0.050 -0.046
H -1.65732 -1.90471 0.90421 -0.018 0.138 0.021
H -1.01659 1.79196 0.69963 0.098 -0.118 -0.092
H 0.90252 1.96473 -1.00057 -0.017 -0.212 0.059
H 1.76480 0.75902 -0.07237 -0.084 0.166 0.240
H 0.50833 -2.13572 -0.35587 -0.024 0.188 -0.022
```
Positions in Å, forces in eV/Å.

Results
2S+1: 1

Electronic structure analysis, Mulliken charges in units of e: O -0.516; C 0.700; C -0.699; N -0.010; C -1.020; C -0.230; H 0.315; H 0.419; H 0.287; H 0.428; H 0.326

The following is a quantum chemistry calculation of an isolated molecule of C4H5NO in a non-equilibrium geometry, from the OMol25 dataset.

Structure (XYZ):
```
11
Properties=species:S:1:pos:R:3:forces:R:3
O -1.64040 1.51738 0.94412 0.246 -0.264 -0.111
C -0.88257 0.70351 0.50143 -0.368 0.110 -0.055
C -1.00190 -0.48271 -0.46139 -0.331 0.044 -0.437
N 0.33707 -0.97829 -0.03476 -0.200 0.157 -0.199
C 1.28858 0.04880 -0.38677 0.236 0.012 -0.513
C 0.50293 0.26988 0.83552 0.199 -1.320 0.960
H -1.79665 -1.16783 -0.15133 0.116 0.117 -0.039
H -1.07823 -0.28011 -1.53002 -0.117 0.028 -0.040
H 1.07883 0.67126 -1.25197 0.072 0.012 0.013
H 2.32624 -0.24009 -0.25838 -0.114 0.047 -0.043
H 0.86610 -0.06180 1.79356 0.260 1.057 0.464
```
Positions in Å, forces in eV/Å.

Results
2S+1: 1

Electronic structure analysis, Mulliken charges in units of e: O -0.538; C 0.416; C -0.337; N -0.456; C -0.169; C -0.158; H 0.254; H 0.247; H 0.206; H 0.241; H 0.294

The following is a quantum chemistry calculation of a structure of composition C4H5NO in a non-equilibrium geometry, from the OMol25 dataset.

Structure (XYZ):
```
11
Properties=species:S:1:pos:R:3:forces:R:3
C -1.27551 -0.36911 0.02433 -1.285 -1.793 -0.822
C 0.04868 -0.51403 0.78375 -2.076 -1.331 3.108
C 1.21524 -0.11165 0.39744 3.749 1.035 -0.660
C 1.54999 0.67154 -0.78933 0.865 -0.047 -1.371
H -1.02363 1.60187 -0.62976 0.284 -5.214 -2.825
H -1.55642 -1.46486 -0.43390 0.743 2.578 1.095
H -2.28753 -0.09210 0.67126 2.890 -0.313 -1.536
H 0.21303 -0.97412 1.84902 -1.450 0.378 -2.126
H 2.13025 -0.39772 1.02882 -1.456 0.719 -1.054
N 1.97444 1.18644 -1.74606 -0.716 -0.637 1.786
O -0.98854 0.46373 -1.15557 -1.548 4.627 4.405
```
Positions in Å, forces in eV/Å.

Results
2S+1: 1

Electronic structure analysis, Mulliken charges in units of e: C -0.401; C 0.063; C -0.211; C 0.187; H 0.363; H 0.231; H 0.243; H 0.217; H 0.251; N -0.414; O -0.530

The following is a quantum chemistry calculation of an isolated molecule of C4H5NO2 in a non-equilibrium geometry, from the OMol25 dataset.

Structure (XYZ):
```
12
Properties=species:S:1:pos:R:3:forces:R:3
C -0.45948 -1.17505 -1.04634 0.994 -2.103 0.761
C 0.83538 -0.86898 -0.35426 -3.146 2.255 -0.574
O 1.76930 -1.55332 -0.23629 2.398 -1.348 0.551
C 0.82270 0.67189 0.10373 2.368 -0.245 1.913
C -0.25942 1.27203 0.97603 -0.325 -1.063 -0.565
N -1.17249 1.47106 1.67682 1.392 0.189 -1.270
O -2.09128 1.83219 2.36111 -0.233 -0.159 0.306
H -1.13334 -1.05245 -0.21590 -0.961 -0.459 0.151
H -0.59343 -0.31304 -1.61526 -0.723 1.090 -1.663
H -0.50800 -2.17383 -1.58068 -0.035 1.412 0.717
H 1.77666 0.66049 0.78465 -1.482 0.558 -1.490
H 1.01339 1.22899 -0.85361 -0.246 -0.126 1.162
```
Positions in Å, forces in eV/Å.

Results
2S+1: 1

Electronic structure analysis, Mulliken charges in units of e: C -1.107; C 0.622; O -0.470; C -0.760; C 0.259; N 0.504; O -0.659; H 0.350; H 0.374; H 0.294; H 0.265; H 0.327

The following is a quantum chemistry calculation of an isolated molecule of C4H5NO2, from the OMol25 dataset.

Structure (XYZ):
```
12
Properties=species:S:1:pos:R:3:forces:R:3
O -2.64370 0.97653 -0.09752 0.402 -0.392 0.118
C -1.79355 0.13269 0.04237 -0.199 0.373 -0.053
C -0.42177 0.24581 -0.61689 -0.021 0.119 -0.042
C 0.57832 1.08687 0.17104 0.110 -0.257 0.252
N 1.61561 0.43464 0.49136 -0.354 0.068 0.186
C 1.33985 -0.96359 0.19237 0.083 0.138 0.077
O 0.23652 -0.99844 -0.71007 -0.066 -0.011 0.040
H -1.96030 -0.77872 0.65432 0.052 0.089 -0.077
H -0.57174 0.67236 -1.61679 -0.053 -0.040 0.096
H 0.39224 2.09754 0.53472 0.141 -0.036 -0.518
H 1.05821 -1.35626 1.17462 0.055 -0.455 -0.077
H 2.17032 -1.54944 -0.21953 -0.151 0.404 -0.003
```
Positions in Å, forces in eV/Å.

Results
2S+1: 1

Electronic structure analysis, Mulliken charges in units of e: O -0.462; C -0.076; C 0.288; C -0.212; N -0.469; C -0.215; O -0.397; H 0.340; H 0.292; H 0.399; H 0.255; H 0.256

The following is a quantum chemistry calculation of an isolated molecule of C4H5NO2 in a non-equilibrium geometry, from the OMol25 dataset.

Structure (XYZ):
```
12
Properties=species:S:1:pos:R:3:forces:R:3
C 2.10321 1.17750 -1.32675 1.294 1.210 0.632
C 0.96674 0.49695 -1.27949 0.065 -0.907 1.370
C 0.09518 0.48162 -0.01089 1.473 -1.628 0.944
O -1.20578 0.15557 -0.30476 -1.581 1.416 -0.991
C -1.70796 -0.64393 0.66922 1.518 -0.625 -0.444
N -0.81480 -1.19406 1.37049 -0.273 0.180 0.532
O 0.37569 -0.63238 1.00717 1.379 0.700 -0.922
H 2.68073 1.30744 -2.27817 -0.432 -0.563 1.115
H 2.56779 1.67640 -0.39034 -1.163 -0.478 -1.745
H 0.75562 -0.25554 -2.04034 -0.533 0.598 -0.123
H 0.28356 1.38739 0.59285 -0.573 0.024 -0.381
H -2.68636 -1.01562 0.59081 -1.175 0.074 0.012
```
Positions in Å, forces in eV/Å.

Results
2S+1: 1

Electronic structure analysis, Mulliken charges in units of e: C -0.579; C -0.323; C 0.343; O -0.327; C -0.032; N -0.229; O -0.210; H 0.261; H 0.207; H 0.284; H 0.234; H 0.370

The following is a quantum chemistry calculation of an isolated molecule of C4H5NO2 in a non-equilibrium geometry, from the OMol25 dataset.

Structure (XYZ):
```
12
Properties=species:S:1:pos:R:3:forces:R:3
O 0.45452 -0.11067 3.04657 -0.192 0.234 -0.385
C -0.05169 0.67475 2.29479 0.344 -0.563 0.318
C -0.05281 0.57193 0.75668 0.356 0.176 -0.443
O -0.21000 1.64702 0.20521 0.320 -0.362 0.414
N -0.05485 -0.70916 0.11152 0.343 -0.136 -0.447
C -0.60369 -0.41997 -1.21966 -0.539 0.525 -0.568
C 0.73187 -0.85424 -1.47586 0.061 0.133 0.604
H -0.52458 1.62314 2.64207 0.116 -0.295 -0.224
H -0.76323 0.64181 -1.32779 -0.617 -0.003 -0.457
H -1.40025 -1.10300 -1.48639 -0.031 0.078 -0.226
H 0.87123 -1.73656 -2.12307 0.088 -0.358 1.532
H 1.60349 -0.22504 -1.42407 -0.250 0.572 -0.118
```
Positions in Å, forces in eV/Å.

Results
2S+1: 1

Electronic structure analysis, Mulliken charges in units of e: O -0.412; C -0.066; C 0.712; O -0.549; N -0.425; C -0.324; C -0.290; H 0.317; H 0.285; H 0.256; H 0.251; H 0.247

Record order is preserved below.
ΔE to the lowest compared entry with this formula, charge and spin: 79.94 167.94 112.44 94.62 54.70 82.72 89.25 39.87 85.13 84.36 kcal/mol